ORCA calculation (ωB97M-V with the def2-TZVPD basis set) on C4H7NS in the gas phase.

The geometry in XYZ format:
```
13
Properties=species:S:1:pos:R:3:nbo_charge:R:1
S 2.28 -0.22 0.00 -0.16
C 0.94 0.69 -0.02 -0.07
N -0.33 0.29 -0.12 -0.39
C -0.96 -1.04 0.08 -0.21
C -2.37 -0.41 -0.12 -0.42
C -1.64 0.94 0.08 -0.20
H 1.07 1.75 -0.04 0.19
H -0.85 -1.34 1.12 0.20
H -0.57 -1.85 -0.57 0.23
H -3.14 -0.63 0.62 0.21
H -2.89 -0.57 -1.05 0.22
H -1.84 1.83 -0.56 0.21
H -1.75 1.21 1.18 0.19
```

Values from the calculation:
ΔE to the lowest compared entry with this formula, charge and spin, kcal/mol: 31.96
SMILES string: S=CN1CCC1
M, g/mol: 101.2
Orbital gap, eV: 8.92

---

ORCA calculation (ωB97M-V with the def2-TZVPD basis set) on a molecular structure, C25H43LaNP2.

The geometry in XYZ format:
```
72
Properties=species:S:1:pos:R:3:lowdin_charge:R:1
La -2.53 1.56 1.06 1.56
C 4.06 1.03 0.66 -0.21
C 3.54 0.50 1.88 -0.18
C 4.40 -1.24 0.66 -0.22
C 4.58 -0.05 -0.10 -0.21
C 3.71 -0.91 1.85 -0.23
C 4.07 2.45 0.23 -0.06
H 3.63 3.09 1.00 0.07
H 3.48 2.58 -0.69 0.07
H 5.09 2.80 0.03 0.09
C 5.10 0.00 -1.47 -0.04
H 5.31 1.04 -1.77 0.08
H 4.37 -0.42 -2.19 0.07
H 6.02 -0.59 -1.57 0.09
C 4.81 -2.59 0.22 -0.04
H 5.82 -2.57 -0.20 0.09
H 4.14 -2.99 -0.56 0.06
H 4.80 -3.29 1.06 0.08
C 3.22 -1.89 2.86 -0.06
H 4.05 -2.32 3.45 0.09
H 2.70 -2.71 2.36 0.06
H 2.52 -1.41 3.55 0.06
C 2.86 1.27 2.95 -0.02
H 3.51 1.44 3.83 0.11
H 1.97 0.72 3.31 0.07
H 2.54 2.25 2.58 0.07
C -3.77 1.52 -1.36 -0.23
C -3.26 2.66 -0.76 -0.42
C -3.95 3.36 0.43 -0.31
C -4.83 2.51 1.43 -0.27
C -4.46 1.13 1.94 -0.51
C -4.19 -0.01 1.13 -0.47
C -4.96 -0.38 -0.13 -0.23
C -5.08 0.85 -1.07 -0.21
H -4.67 4.08 0.02 0.13
H -5.82 2.50 0.98 0.10
H -3.18 3.93 1.04 0.09
H -5.87 1.52 -0.70 0.11
H -3.38 1.25 -2.35 0.08
H -2.30 3.15 -1.05 0.09
H -5.49 0.46 -2.03 0.11
H -4.45 -1.21 -0.63 0.08
H -3.74 -0.87 1.68 0.07
H -5.97 -0.76 0.13 0.11
H -4.88 3.12 2.36 0.12
H -4.20 1.10 3.05 0.10
P 0.34 0.43 -2.37 0.91
P -0.09 -2.62 -0.15 0.91
C -1.28 -0.51 -1.93 -0.37
C -1.29 -1.96 -1.37 -0.31
H -1.80 -0.57 -2.91 0.09
H -1.88 0.19 -1.29 0.01
H -2.27 -2.11 -0.89 0.08
H -1.16 -2.68 -2.20 0.11
C 0.13 -4.38 -0.44 -0.16
H 0.74 -4.78 0.37 0.07
H 0.64 -4.50 -1.39 0.07
H -0.84 -4.86 -0.43 0.08
C -0.93 -2.60 1.45 -0.15
H -1.93 -3.04 1.29 0.09
H -1.06 -1.60 1.89 0.05
H -0.41 -3.26 2.18 0.07
C -0.45 1.53 -3.60 -0.32
H 0.26 2.34 -3.79 0.04
H -1.41 1.94 -3.26 0.04
H -0.58 0.92 -4.50 0.04
C 0.50 1.81 -1.08 -0.28
H 1.37 1.56 -0.49 -0.01
H -0.31 1.99 -0.35 -0.04
H 0.69 2.76 -1.57 0.04
N 2.34 -1.70 -1.47 0.20
C 1.40 -1.97 -0.81 -0.29
```

Values from the calculation:
M, g/mol: 558.5
Total charge: +1
Orbital gap (spin up / spin down), eV: 3.80 / 3.30

---

ORCA calculation (ωB97M-V with the def2-TZVPD basis set) on C2H7N3OS in the gas phase.

The geometry in XYZ format:
```
14
Properties=species:S:1:pos:R:3:nbo_charge:R:1
C -2.39 -0.33 0.48 -0.30
O -1.74 -0.14 -0.87 -0.36
N -0.39 -0.38 -0.63 -0.34
C 0.39 0.74 -0.31 0.26
S -0.23 2.31 -0.18 -0.29
N 1.72 0.66 -0.22 -0.49
N 2.33 -0.72 0.02 -0.70
H -3.29 0.31 0.02 0.23
H -1.88 0.29 1.33 0.21
H -2.43 -1.47 0.76 0.19
H 0.02 -1.26 -0.79 0.40
H 2.19 1.63 0.25 0.43
H 2.97 -0.84 -0.80 0.38
H 2.73 -0.80 0.93 0.37
```

Values from the calculation:
ΔE to the lowest compared entry with this formula, charge and spin, kcal/mol: 86.47
SMILES string: CONC(=S)NN
M, g/mol: 121.2
Orbital gap, eV: 8.65

---

ORCA calculation (ωB97M-V with the def2-TZVPD basis set) on C2H2Si in the gas phase.

The geometry in XYZ format:
```
5
Properties=species:S:1:pos:R:3:nbo_charge:R:1
C -0.30 0.15 2.25 0.08
C -0.10 0.36 1.04 -1.04
Si 0.10 0.05 -0.72 1.25
H 1.04 -1.04 -0.78 -0.15
H -0.73 0.49 -1.80 -0.15
```

Values from the calculation:
ΔE to the lowest compared entry with this formula, charge and spin, kcal/mol: 4.62
M, g/mol: 54.1
Orbital gap, eV: 7.50

---

ORCA calculation (ωB97M-V with the def2-TZVPD basis set) on C2H7NO2Si in the gas phase.

The geometry in XYZ format:
```
13
Properties=species:S:1:pos:R:3:nbo_charge:R:1
C -0.38 -1.48 -0.13 -0.64
C 0.13 -0.01 -0.44 -0.48
Si -0.93 1.40 0.39 0.85
N 1.45 0.17 0.04 0.51
O 1.81 -0.37 1.05 -0.41
O 2.16 0.90 -0.59 -0.41
H 0.23 -1.96 0.71 0.27
H -0.14 -1.95 -1.09 0.22
H -1.55 -1.53 -0.02 0.22
H 0.26 0.30 -1.56 0.25
H -0.01 2.50 0.58 -0.13
H -1.86 1.35 -0.73 -0.13
H -1.17 0.68 1.79 -0.12
```

Values from the calculation:
ΔE to the lowest compared entry with this formula, charge and spin, kcal/mol: 140.22
SMILES string: C[C@@H]([SiH3])[N+](=O)[O-]
M, g/mol: 105.2
Orbital gap, eV: 10.89

---

ORCA calculation (ωB97M-V with the def2-TZVPD basis set) on 17 unconnected molecules or ions with the total composition C9H50NO17.

The geometry in XYZ format:
```
77
Properties=species:S:1:pos:R:3:lowdin_charge:R:1
C -0.07 2.11 -0.02 -0.03
C 0.86 0.89 0.47 -0.46
C 1.09 0.78 1.98 -0.15
C -0.02 0.08 2.80 -0.18
C -0.37 -1.32 2.22 -0.16
C -0.79 -1.20 0.71 -0.46
N 0.23 -0.44 -0.07 -0.19
O 0.19 -0.57 -1.53 -0.36
C -2.26 -0.66 0.58 -0.05
C -0.82 -2.73 0.23 -0.06
C 2.22 1.12 -0.12 -0.09
H -1.10 2.04 0.34 0.06
H 0.08 2.36 -1.07 0.06
H 0.29 3.01 0.47 0.05
H 1.05 1.79 2.39 0.10
H 2.04 0.39 2.33 0.10
H -0.94 0.67 2.84 0.10
H 0.35 -0.28 3.76 0.09
H -1.28 -1.54 2.78 0.09
H 0.33 -2.12 2.44 0.11
H -2.80 -0.56 1.52 0.06
H -2.92 -1.31 0.00 0.05
H -2.47 0.21 -0.03 0.06
H -1.39 -2.81 -0.69 0.05
H -1.39 -3.33 0.93 0.07
H 0.08 -3.24 -0.11 0.06
H 2.67 2.10 0.02 0.08
H 2.26 1.11 -1.21 0.06
H 2.88 0.31 0.16 0.07
O 1.74 -1.47 9.09 -0.05
H 0.93 -1.92 9.33 0.03
H 1.88 -1.68 8.17 0.01
O -1.21 1.88 -4.54 -0.06
H -1.50 1.16 -5.10 0.03
H -0.75 1.45 -3.82 0.02
O 0.70 5.47 -4.50 -0.05
H 0.21 5.13 -5.25 0.03
H 1.57 5.08 -4.59 0.02
O -4.85 -5.34 4.27 -0.06
H -3.93 -5.07 4.32 0.03
H -5.31 -4.55 3.98 0.03
O 5.91 -1.06 1.53 -0.05
H 5.97 -1.43 2.41 0.02
H 4.99 -1.15 1.29 0.02
O 1.35 -7.44 1.67 -0.06
H 1.41 -6.54 2.00 0.03
H 0.57 -7.79 2.11 0.02
O -5.01 2.42 3.55 -0.05
H -5.34 1.53 3.71 0.03
H -4.07 2.36 3.73 0.03
O -4.05 3.83 -2.95 -0.06
H -3.18 3.76 -3.33 0.02
H -4.64 3.59 -3.66 0.03
O 3.08 -2.90 -0.74 -0.06
H 3.37 -3.04 -1.64 0.02
H 2.19 -2.56 -0.82 0.00
O 3.33 -2.54 5.79 -0.05
H 4.28 -2.61 5.83 0.03
H 3.16 -1.61 5.62 0.03
O 2.42 7.55 -1.67 -0.06
H 3.17 7.38 -2.25 0.03
H 2.13 6.68 -1.40 0.03
O -7.41 2.46 -1.35 -0.06
H -6.58 2.57 -0.89 0.03
H -7.75 3.35 -1.46 0.03
O 0.12 -3.31 -5.05 -0.06
H -0.07 -2.75 -4.30 0.02
H 0.09 -4.20 -4.70 0.02
O -3.47 -0.76 -3.40 -0.06
H -3.98 -0.08 -2.98 0.02
H -2.67 -0.82 -2.88 0.01
O 3.09 -0.04 -4.81 -0.04
H 3.80 -0.64 -4.58 0.03
H 2.47 -0.10 -4.09 0.03
O 4.39 3.24 -5.38 -0.06
H 4.16 2.37 -5.05 0.01
H 5.34 3.27 -5.35 0.02
```

Values from the calculation:
ΔE to the lowest compared entry with this formula, charge and spin, kcal/mol: 92.55
M, g/mol: 444.5
Total charge: -1
Orbital gap, eV: 4.46

---

ORCA calculation (ωB97M-V with the def2-TZVPD basis set) on 2 unconnected molecules or ions with the total composition C3H12N3O.

The geometry in XYZ format:
```
19
Properties=species:S:1:pos:R:3:nbo_charge:R:1
C -1.97 -0.29 0.34 0.09
C -1.20 0.70 -0.23 -0.22
C 2.59 0.13 -0.44 0.09
N -3.13 -0.78 -0.22 -0.76
N -0.37 1.83 0.22 -0.73
N 2.00 0.80 0.69 -0.87
O 1.63 -0.42 -1.38 -0.74
H -1.81 -0.84 1.22 0.21
H 2.08 -0.57 -2.29 0.50
H 2.96 0.95 -1.06 0.17
H 3.30 -0.58 -0.10 0.18
H -3.37 -0.07 -0.89 0.37
H -3.93 -1.08 0.36 0.42
H -0.87 2.58 0.72 0.43
H 0.10 2.22 -0.63 0.43
H 0.48 1.35 0.74 0.46
H 2.15 0.23 1.53 0.40
H 2.30 1.78 0.88 0.40
H -1.83 1.11 -1.12 0.17
```

Values from the calculation:
ΔE to the lowest compared entry with this formula, charge and spin, kcal/mol: 95.74
M, g/mol: 106.1
Total charge: +1
Orbital gap, eV: 9.27

---

ORCA calculation (ωB97M-V with the def2-TZVPD basis set) on 2 unconnected molecules or ions with the total composition C4H9N2O.

The geometry in XYZ format:
```
16
Properties=species:S:1:pos:R:3:nbo_charge:R:1
C 1.42 -1.66 0.38 0.36
C -2.04 0.74 -0.05 -0.47
C -1.69 2.14 0.43 -0.44
C -0.99 1.57 -0.71 -0.16
N 2.30 -2.51 -0.25 -0.67
N 1.39 -0.38 0.16 -0.16
O 0.66 0.50 0.73 -0.09
H 0.78 -2.07 1.23 0.27
H -1.65 -0.08 0.54 0.18
H -3.06 0.68 -0.30 0.23
H -2.44 2.81 0.08 0.23
H -1.20 2.49 1.25 0.22
H -0.21 1.50 -1.57 0.21
H 1.95 -3.50 -0.23 0.45
H 2.76 -2.21 -1.10 0.43
H 2.02 -0.01 -0.57 0.40
```

Values from the calculation:
ΔE to the lowest compared entry with this formula, charge and spin, kcal/mol: 77.49
Multiplicity: 3
M, g/mol: 101.1
Total charge: +1
Orbital gap (spin up / spin down), eV: 5.76 / 6.22
<S²>: 2.0206

---

Question: What is the M in the first record?
Answer: 101.2 g/mol

---

Question: What is the formula in the third record?
Answer: C2H7N3OS